(1)
ORCA calculation (the ωB97M-V functional and the def2-TZVPD basis) on C43H21AsCrF15GeO3S3Se4 as an isolated structure in a non-equilibrium geometry.

XYZ file:
```
92
Properties=species:S:1:pos:R:3:forces:R:3
Cr 0.040652 0.153659 0.198731 0.3381 0.9955 1.0304
Se -0.099691 2.701432 0.205921 -0.0618 -0.3297 -0.1357
Se 0.243926 0.090202 -2.294291 -0.0814 -0.0174 0.0303
Se -1.919853 1.012232 -2.440289 0.0805 -0.0435 -0.1138
Se -2.097375 1.643929 -0.169170 -0.0171 -0.0104 -0.0150
S 2.376545 0.699428 0.631973 -0.0598 -0.1596 -0.0112
C 3.406266 -0.708489 0.411547 0.0363 -0.0250 -0.0062
C 4.782546 -0.515977 0.217007 0.0104 0.0652 -0.0013
C 5.640247 -1.586566 0.056814 0.0024 -0.0877 -0.0039
C 5.158903 -2.893659 0.074906 0.0079 0.0309 -0.0024
C 3.801943 -3.102305 0.264327 0.0301 -0.0262 0.0090
C 2.937611 -2.027398 0.440003 -0.0629 0.0233 0.0031
As 1.038731 -2.219742 0.738777 -0.1251 -0.2505 -0.3607
C 0.978968 -2.826074 2.581014 0.1331 0.0270 -0.0623
C 2.127920 -2.939849 3.357695 -0.0444 -0.0030 0.0380
C 2.027687 -3.336013 4.685164 -0.0154 0.0187 -0.0211
C 0.785205 -3.618102 5.235253 0.0168 -0.0053 0.0287
C -0.358927 -3.502983 4.459089 -0.0477 0.0252 0.0189
C -0.265963 -3.103030 3.134830 0.0009 0.0582 -0.0048
C 0.717944 -3.876499 -0.243158 0.0290 0.0146 0.1008
C 0.816011 -3.832350 -1.631222 0.0045 0.1100 -0.0278
C 0.588734 -4.971723 -2.385018 -0.0304 -0.0589 -0.0089
C 0.247209 -6.165973 -1.761043 0.0006 0.0048 -0.0075
C 0.128862 -6.208910 -0.380319 0.0032 0.0071 0.0091
C 0.366240 -5.067650 0.377457 0.0157 -0.0249 0.0263
H 5.164962 0.496421 0.183792 -0.0078 0.0264 0.0026
H 6.697104 -1.401816 -0.096739 0.0270 0.0013 -0.0026
H 5.829706 -3.732661 -0.062401 0.0052 -0.0031 -0.0011
H 3.407020 -4.113252 0.278666 -0.0135 0.0310 -0.0020
H 3.098736 -2.703663 2.939378 -0.0099 -0.0034 -0.0313
H 2.921781 -3.406160 5.293364 0.0079 -0.0013 0.0103
H 0.706449 -3.909118 6.276018 0.0007 -0.0008 0.0155
H -1.335356 -3.693516 4.886019 -0.0219 -0.0076 0.0142
H -1.159457 -2.968851 2.538921 -0.0317 0.0184 -0.0111
H 1.037850 -2.894105 -2.130826 -0.0101 -0.0238 0.0502
H 0.655152 -4.923082 -3.464625 -0.0058 0.0020 -0.0170
H 0.061322 -7.054665 -2.352548 -0.0135 -0.0084 -0.0108
H -0.155069 -7.130014 0.114636 -0.0020 -0.0192 0.0015
H 0.262109 -5.113467 1.454875 0.0106 0.0278 -0.0131
F -6.849446 -1.513370 0.743372 0.0389 -0.0141 -0.0855
C -6.127620 -2.125873 1.701180 -0.0995 0.0479 0.1247
C -4.965356 -2.808882 1.403239 -0.0438 -0.0131 -0.0675
C -4.345104 -3.428556 2.475743 -0.0095 -0.0005 0.1687
F -3.243991 -4.165910 2.288325 0.0268 0.0016 -0.0599
C -4.819116 -3.354660 3.771802 -0.0639 0.0819 -0.0563
F -4.182491 -3.969503 4.776181 0.0032 -0.0029 0.0169
C -5.975148 -2.639023 4.029428 0.0245 -0.0124 -0.0848
F -6.454264 -2.558210 5.276429 -0.0049 0.0019 -0.0012
C -6.641648 -2.026781 2.985636 0.1777 -0.0891 -0.0066
F -7.774324 -1.350530 3.221297 -0.0498 0.0199 0.0276
Ge -3.952399 -2.739512 -0.320067 -0.1705 -0.1612 0.1717
S -2.035297 -1.998329 0.010169 0.1863 -0.0207 -0.0917
C -5.090388 -1.732716 -1.601705 -0.0391 0.1143 0.0054
C -5.691055 -2.224623 -2.741775 -0.0396 0.0238 -0.1314
F -5.657226 -3.536472 -3.042673 -0.0184 -0.0015 0.0172
C -6.369548 -1.417979 -3.642831 0.0637 0.0798 0.0856
F -6.936899 -1.939189 -4.740907 -0.0248 -0.0068 -0.0304
C -6.461816 -0.060362 -3.402088 0.0620 -0.0455 0.0745
F -7.113543 0.730383 -4.261973 -0.0119 0.0108 -0.0096
C -5.885965 0.474286 -2.261280 -0.0250 -0.1610 -0.0605
F -5.991729 1.782502 -2.016977 -0.0015 0.0374 0.0022
C -5.222563 -0.369236 -1.388516 -0.0502 0.0432 -0.0712
F -4.725596 0.179267 -0.278069 -0.0463 -0.0433 0.0252
C -3.870803 -4.600441 -1.044919 -0.0386 0.0255 0.0393
C -3.169295 -4.790572 -2.223850 0.0823 -0.1125 -0.1055
F -2.716032 -3.741568 -2.914624 -0.0056 0.0386 0.0291
C -2.931606 -6.041262 -2.765183 -0.0503 -0.0091 0.1247
F -2.246344 -6.183645 -3.905510 -0.0078 -0.0220 -0.0577
C -3.410711 -7.163823 -2.111506 0.0283 0.0833 0.0434
F -3.180880 -8.384774 -2.612956 -0.0006 -0.0042 -0.0067
C -4.125087 -7.017053 -0.938306 0.0686 0.1141 -0.0855
F -4.601992 -8.100243 -0.307057 -0.0093 -0.0354 0.0034
C -4.343828 -5.742996 -0.434454 -0.0562 -0.1408 0.0379
F -5.077379 -5.679191 0.692010 0.0059 0.0211 -0.0037
C 1.862788 -0.364053 8.373234 0.0475 -0.0208 0.0510
C 1.063501 -0.201939 7.109422 -0.0499 0.0104 -0.0626
C 1.683882 0.066960 5.897386 0.0526 0.0045 0.0053
C 0.950497 0.214378 4.726238 -0.0071 -0.0186 -0.0144
C -0.426303 0.090264 4.767498 -0.0722 0.0574 0.0494
C -1.066387 -0.185135 5.969281 -0.0014 -0.0046 0.0113
C -0.325504 -0.326479 7.128415 0.0395 -0.0130 0.0237
S -1.415989 0.287378 3.298247 -0.0874 0.1291 0.1173
O -2.395684 -0.775175 3.353898 -0.0081 -0.0592 -0.0369
O -1.957354 1.627736 3.317550 0.0016 -0.0527 0.0522
O -0.379913 0.115206 2.253542 0.1119 -0.2815 -0.6991
H 2.930889 -0.405085 8.158932 0.0114 -0.0005 -0.0115
H 1.590549 -1.282015 8.898073 -0.0084 -0.0113 0.0051
H 1.695007 0.466793 9.062801 -0.0179 0.0156 -0.0004
H 2.764909 0.148787 5.857869 0.0080 -0.0033 0.0025
H 1.437292 0.402643 3.776994 0.0194 0.0200 0.0021
H -2.141523 -0.307139 5.978237 -0.0264 0.0036 -0.0048
H -0.827413 -0.552516 8.063567 -0.0132 -0.0016 0.0103
```
Forces are in eV/Å.

Properties
- Relative energy (zero: lowest compared OMol25 entry of this formula, charge and spin): 4.0 kcal/mol
- Charge: -2
- 2S+1: 4
- HOMO level (alpha / beta): -2.344 / -2.428 eV
- Kohn-Sham gap (alpha / beta): 0.22954 / 0.23261 hartree

Löwdin population analysis, charges in e, atoms 1 to 6: -0.446 0.147 0.028 -0.014 0.064 0.547

(2)
ORCA calculation (the ωB97M-V functional and the def2-TZVPD basis) on C46H34N5O2PTc as an isolated structure.

XYZ file:
```
89
Properties=species:S:1:pos:R:3:forces:R:3
Tc -0.296340 0.511259 0.262435 -0.4921 -0.4976 0.6382
C 1.427736 -5.026518 1.047021 0.0464 -0.0281 -0.0942
C 1.167108 -4.066379 1.928282 -0.0492 0.1623 0.0376
N 0.470706 -2.279149 0.440360 -0.2579 -0.1975 0.2393
C 0.612194 -2.738966 -0.880423 -0.0080 -0.0934 0.2566
C 0.621836 -4.099597 -1.187750 -0.0837 -0.2465 -0.0001
C 0.353111 -5.058674 -0.040642 0.0560 0.0140 0.0612
C 0.689417 -4.482423 -2.516300 0.0447 -0.0015 -0.0225
C 0.712865 -3.518975 -3.531062 0.0205 -0.1044 0.0389
C 0.699576 -2.180540 -3.219930 -0.0793 0.0636 -0.0660
C 0.677595 -1.763199 -1.869893 -0.0008 0.2760 -0.2088
N 0.622179 -0.433762 -1.458874 0.2701 0.1050 -0.3475
C 1.207934 0.490884 -2.307191 0.0441 -0.0721 0.0213
C 2.226415 0.232072 -3.217985 0.0351 -0.0470 0.0748
C 2.679311 1.220919 -4.104178 0.0494 -0.0003 -0.0431
C 2.138057 2.476964 -4.085623 -0.0438 0.0123 -0.0429
C 1.176033 2.812729 -3.096637 0.1872 0.1299 -0.0785
C 0.675525 4.117559 -2.933573 -0.0152 0.0913 -0.1220
C -0.147854 4.398150 -1.878163 0.0185 0.1032 0.0226
C -0.463196 3.382995 -0.975105 0.1293 -0.3122 -0.1277
N -0.049240 2.125028 -1.119789 0.0879 0.4176 -0.3710
C 0.759052 1.832701 -2.186611 -0.1137 0.0318 0.3893
H 2.286751 -5.689914 1.049351 -0.1187 0.1111 0.0251
H 1.757564 -3.774229 2.793654 -0.0854 -0.0692 -0.1700
H 0.142486 -6.059463 -0.416788 -0.0235 0.0151 0.0190
H 0.692763 -5.537640 -2.769736 -0.0190 0.0833 0.0147
H 0.710353 -3.824195 -4.571048 0.0015 -0.0018 0.1007
H 0.642280 -1.454551 -4.019508 0.0114 -0.0161 0.0658
H 2.697509 -0.741504 -3.228502 -0.0310 0.0474 -0.0215
H 3.466981 0.977050 -4.807893 -0.0735 0.0175 0.0710
H 2.463772 3.235475 -4.789022 -0.0242 -0.0450 0.0874
H 0.960592 4.891080 -3.638604 0.0064 -0.0437 0.0605
H -0.528771 5.395892 -1.704323 0.0114 -0.0657 -0.0222
H -1.053384 3.616071 -0.104883 -0.0877 -0.0278 0.0075
O 2.551128 2.206436 2.304618 -0.0910 -0.0469 -0.0305
C 2.006215 1.135047 2.167354 -0.1069 -0.0610 -0.2521
O 1.531377 0.717740 1.006687 0.3697 0.0273 -0.0533
C 1.868481 0.194668 3.330331 -0.1322 0.0147 0.0007
C 2.902219 0.233422 4.265217 0.0152 0.0212 -0.0393
C 2.870401 -0.567431 5.390594 -0.0255 -0.0815 0.1155
C 1.775452 -1.396519 5.614362 0.0827 -0.0042 0.0295
C 0.736355 -1.429580 4.701084 -0.0343 0.0386 -0.0616
C 0.764763 -0.644845 3.541232 -0.0497 -0.0076 -0.0081
P -0.711842 -0.766396 2.443981 0.0765 0.0926 0.4148
C -2.127622 -0.181629 3.437701 0.0137 0.1036 -0.0598
C -1.983355 0.546901 4.615411 0.0231 -0.0143 0.0125
C -3.108000 1.006410 5.297101 0.0072 -0.0120 -0.0258
C -4.379961 0.747703 4.805096 0.0434 0.0299 0.0582
C -4.533556 0.033281 3.621895 0.0253 -0.0847 -0.0220
C -3.414537 -0.422679 2.942444 -0.0398 -0.0855 0.0500
C -0.966958 -2.551707 2.385659 0.4893 0.0409 -0.4102
C -0.051017 -3.277033 1.420421 0.0821 0.1373 -0.0213
C -0.817224 -4.392561 0.703844 -0.0312 -0.0434 -0.0163
C -1.523356 -5.244443 1.725233 0.0316 -0.0606 -0.1218
C -2.006434 -4.703691 2.842372 -0.0656 0.1268 0.1050
C -1.868397 -3.258540 3.068520 -0.1804 -0.2799 0.1602
H 3.729009 0.909409 4.085045 -0.0458 -0.0407 0.0054
H 3.690863 -0.540913 6.100052 -0.0955 -0.0024 -0.0743
H 1.730588 -2.017562 6.501935 0.0054 0.0492 -0.0700
H -0.113337 -2.072002 4.896339 -0.0006 -0.0073 -0.0207
H -0.994924 0.749928 5.014630 -0.0554 -0.0196 -0.0180
H -2.985376 1.558228 6.222509 -0.0005 -0.0449 -0.0683
H -5.253275 1.093116 5.347486 0.0716 -0.0242 -0.0385
H -5.525709 -0.178267 3.238660 0.0809 0.0041 0.0198
H -3.544773 -0.993200 2.027312 -0.0027 -0.0182 0.0786
H 1.332688 -1.854854 0.775827 0.0188 0.0507 0.0333
H -1.563690 -4.005403 -0.003550 0.0171 0.0142 0.0018
H -1.691255 -6.293042 1.491998 0.0317 0.1222 0.0321
H -2.563520 -5.296218 3.559342 0.0462 0.0644 -0.0631
H -2.532988 -2.783581 3.781895 0.0239 -0.0174 -0.0248
N -2.331497 0.314166 -0.505930 -0.1988 0.2726 0.2860
C -3.233677 1.192222 0.255716 0.2169 -0.1043 -0.1868
C -4.575842 1.239865 0.025605 -0.1745 -0.0210 -0.0485
C -5.402083 2.100811 0.782448 -0.0148 -0.0423 -0.0573
C -4.857081 2.912554 1.735420 -0.0783 0.0518 0.0272
C -3.465287 2.892787 1.979949 -0.0085 0.1553 0.0702
C -2.836153 3.738222 2.926357 -0.1820 0.0366 0.0419
C -1.484695 3.680809 3.097735 0.0494 0.0431 0.0540
C -0.742327 2.754162 2.353461 -0.0114 -0.1106 -0.1096
N -1.298956 1.938467 1.470978 0.0291 0.1067 -0.0096
C -2.654234 2.012266 1.247149 0.2671 -0.0336 0.0069
H -2.672000 -0.641240 -0.459407 0.0105 -0.1568 0.0645
H -2.366858 0.563222 -1.489868 -0.0013 0.0650 -0.1195
H -5.015592 0.609396 -0.742366 0.0224 0.0617 0.0651
H -6.468544 2.118883 0.591982 0.0877 -0.0090 0.0016
H -5.481413 3.586445 2.312288 0.0448 -0.0481 -0.0452
H -3.442209 4.430240 3.504279 0.0549 -0.0692 -0.0713
H -0.970917 4.319213 3.803550 -0.0157 -0.0198 -0.0308
H 0.334349 2.693497 2.480187 -0.1093 0.0289 -0.0499
```
Forces are in eV/Å.

Properties
- Charge: +2
- 2S+1: 4
- HOMO level (alpha / beta): -12.821 / -13.188 eV
- Kohn-Sham gap (alpha / beta): 0.26014 / 0.22215 hartree

Löwdin population analysis, charges in e, atoms 1 to 6: 1.368 0.018 0.031 0.053 -0.140 -0.106

Computed values of DFT total energy (unit: Eh) for the preceding records, in sequence: -19532.58336 -2619.33245.